ORCA calculation (ωB97M-V/def2-TZVPD) on one molecule with the formula C16H25N3O2S2.

Last column: Löwdin charge in e.
Cartesian coordinates (Å):
C 1.8086 1.9658 -1.9705  -0.0887
H 1.5816 2.1023 -0.9165  0.0609
C 2.4332 0.5987 -2.2137  -0.1972
H 3.3495 0.5169 -1.6255  0.1217
H 2.7155 0.5173 -3.2626  0.0976
C 1.5387 -0.5768 -1.8002  -0.2854
N 0.2326 -0.5803 -2.4609  -0.0737
C -0.8407 -1.1320 -1.8514  -0.8172
S -2.0962 -1.8492 -2.6570  0.6900
N -0.8933 -1.1480 -0.4665  0.0355
C -0.7582 -0.0601 0.3896  -0.2416
C -0.6237 -0.2910 1.7600  0.0020
C -0.4912 0.7784 2.6173  -0.2644
C -0.5012 2.0837 2.1628  -0.0657
C -0.6616 2.3141 0.8055  -0.0585
C -0.7969 1.2550 -0.0737  -0.0243
H -0.9501 1.4358 -1.1258  0.1131
H -0.6919 3.3253 0.4287  0.1143
H -0.3734 2.8880 2.8679  0.1124
S -0.3925 0.4560 4.3812  0.6576
O 0.2867 1.5453 5.0150  -0.2815
O 0.0942 -0.8770 4.5760  -0.2841
N -1.9806 0.4864 4.9033  -0.3369
C -2.7915 -0.6044 4.4273  -0.1060
H -3.6518 -0.7284 5.0854  0.0940
H -3.1481 -0.4409 3.4013  0.0906
H -2.1792 -1.5016 4.4647  0.0809
C -2.6011 1.7857 4.8740  -0.1062
H -1.8589 2.5051 5.2101  0.0812
H -3.4488 1.7959 5.5596  0.0938
H -2.9511 2.0571 3.8690  0.0903
H -0.5976 -1.2928 2.1587  0.1223
H -1.4849 -1.8898 -0.1138  0.1218
C 0.3193 -0.7166 -3.9044  -0.1967
H -0.6891 -0.6562 -4.3165  0.0747
C 0.9597 -2.0555 -4.2702  -0.1719
C 2.3258 -2.1893 -3.6020  -0.1898
C 2.2153 -1.9274 -2.1003  -0.1317
H 3.2036 -1.9476 -1.6392  0.1175
H 1.6146 -2.7189 -1.6452  0.1211
H 3.0285 -1.4869 -4.0538  0.1050
H 2.7194 -3.1941 -3.7651  0.1115
H 1.0538 -2.1323 -5.3537  0.1154
H 0.3020 -2.8573 -3.9297  0.0926
H 0.9074 0.1141 -4.2957  0.1198
H 1.3724 -0.4986 -0.7229  0.1381
H 0.8916 2.0790 -2.5435  0.0699
H 2.4997 2.7475 -2.2773  0.0755

Force components x, y, z for each atom (eV/Å):
C 0.2 -0.2 -0.1
H 0.0 0.1 0.1
C -0.3 0.1 0.1
H 0.0 -0.1 -0.1
H 0.1 -0.1 0.0
C 0.7 -0.1 0.4
N -0.3 0.1 0.4
C -0.3 -0.1 -0.2
S -0.4 -0.2 -0.1
N 0.3 -0.5 0.2
C 0.1 0.6 0.3
C 0.0 -0.2 -0.3
C 0.0 -0.1 0.7
C 0.0 0.2 0.0
C 0.0 -0.1 0.1
C -0.1 -0.2 0.0
H 0.0 0.0 -0.1
H 0.0 0.1 0.0
H 0.0 0.2 0.0
S -0.2 0.0 0.2
O -0.2 0.2 -0.2
O -0.2 -0.1 -0.3
N 1.1 -0.1 -0.1
C -0.1 -0.4 -0.2
H 0.0 0.0 0.0
H 0.0 0.0 0.0
H -0.2 -0.2 0.0
C 0.0 0.5 0.0
H -0.2 0.2 0.0
H 0.0 0.0 0.0
H 0.0 0.0 0.0
H 0.1 -0.2 0.0
H 0.0 0.2 -0.2
C -0.2 -0.1 -0.6
H 0.2 0.1 0.0
C 0.1 0.2 0.1
C -0.1 -0.1 0.1
C 0.0 0.1 0.0
H 0.0 0.0 0.1
H 0.0 0.0 0.1
H 0.1 0.0 0.0
H 0.1 0.0 0.0
H 0.0 0.0 0.0
H 0.0 0.0 -0.1
H 0.0 0.0 0.0
H 0.0 0.0 -0.2
H -0.1 0.1 0.0
H 0.0 0.1 0.0

Summary:
structure (SMILES): CC[C@@H]1CCCCN1C(=S)Nc1cccc(S(=O)(=O)N(C)C)c1
E_tot: -47233.6971 eV
Kohn-Sham gap: 0.31811 Ha
relative energy (zero: lowest compared OMol25 entry of this formula, charge and spin): 6.35 kcal/mol

=====

ORCA calculation (ωB97M-V/def2-TZVPD) on one molecule with the formula C16H25N3O3S.

Last column: Löwdin charge in e.
Cartesian coordinates (Å):
O 3.1155 1.2877 -1.6989  0.0475
O 1.5658 -0.0740 2.3675  0.0978
N -3.7831 -2.6500 0.3957  0.0211
N -2.7549 -1.7615 0.6912  0.0191
O 3.6249 -0.9103 -1.3329  0.1106
S -2.3895 -3.8417 2.3366  1.0694
C 2.7481 0.1045 -1.4742  -0.4441
C 0.7454 0.3155 1.5750  -0.4231
C -3.7902 -3.6231 1.2779  -0.6796
C -1.9693 -2.2607 1.6330  -0.5651
N -0.5171 -0.2587 1.5990  0.0780
C -4.8873 -4.5326 1.4633  -0.1168
C -0.8368 -1.5248 2.2856  -0.1693
C -0.5406 0.3883 -4.1454  -0.1476
C 0.7454 -0.1492 -3.7849  -0.2562
C 0.8540 3.5494 2.1136  -0.1665
C 2.2744 3.0534 2.0754  -0.1904
C 0.6716 -0.8850 -2.3646  -0.1402
C 0.0566 2.7596 1.0837  -0.1459
C 2.2740 2.1527 0.8851  -0.1513
C 0.5064 1.0900 -0.6643  -0.0679
C 1.2933 -0.2042 -1.1529  -0.2073
C 0.8560 1.6058 0.7281  -0.3902
H 4.4441 -0.6452 -1.8340  0.1542
H -1.1823 0.3636 1.2211  0.1027
H -5.7140 -4.0354 1.0954  0.0515
H -4.7049 -5.4698 0.8772  0.1030
H -4.9664 -4.8237 2.5775  0.1084
H 0.0370 -2.0985 2.1370  0.1035
H -1.1161 -1.4019 3.3861  0.1465
H -1.2991 -0.3355 -4.2946  0.0691
H -0.7992 1.0713 -3.4155  0.0533
H -0.4955 0.8049 -5.1570  0.0882
H 1.1396 -0.8644 -4.5281  0.1121
H 1.4410 0.7171 -3.7749  0.1158
H 0.4513 3.3923 3.0897  0.0945
H 0.7466 4.6755 1.9605  0.1325
H 3.0102 3.7892 1.8280  0.1005
H 2.4875 2.5136 3.0556  0.1366
H 1.2551 -1.8004 -2.5207  0.1028
H -0.4340 -1.2275 -2.1460  0.1545
H -0.8373 2.4592 1.5431  0.1032
H -0.2835 3.4108 0.3110  0.1255
H 3.0392 1.3339 1.0788  0.1446
H 2.5207 2.7872 -0.0047  0.1382
H -0.5350 0.8842 -0.6307  0.1071
H 0.7103 1.8703 -1.3685  0.1216
H 1.2222 -1.0021 -0.3788  0.1481

Force components x, y, z for each atom (eV/Å):
O -0.7 -3.9 -0.3
O 1.5 -0.6 -0.3
N 0.2 -0.5 2.4
N 1.6 -1.8 1.4
O 0.3 0.4 -1.4
S -0.8 2.3 -1.6
C 0.7 4.0 0.9
C -2.2 0.8 2.6
C 1.1 0.5 -0.9
C -0.3 1.0 -0.6
N 0.8 -0.3 -0.1
C 0.7 -3.1 1.4
C -0.9 2.0 -0.1
C -0.8 -0.1 -2.9
C 2.2 -1.1 1.6
C -0.6 2.6 0.2
C 0.0 -0.8 1.3
C -1.1 -0.7 -1.5
C -1.1 1.4 1.7
C 1.7 -1.5 -0.7
C 1.8 -0.9 -0.6
C -0.8 0.3 0.7
C 2.5 -2.7 -1.6
H -0.9 -0.2 0.9
H -1.4 -0.2 -0.4
H -2.2 0.6 -0.5
H -0.4 0.6 0.5
H -0.2 0.5 -1.9
H 1.1 -0.8 0.6
H 0.7 -0.1 -1.3
H -0.9 -1.0 0.5
H -1.1 1.7 1.2
H 0.0 0.7 0.2
H -0.2 0.2 0.3
H 0.0 -0.7 0.3
H -0.4 -0.1 0.8
H 0.2 -1.4 0.0
H 0.5 0.7 0.7
H 0.1 0.7 -1.4
H -0.3 -0.1 0.3
H 2.1 0.8 -0.3
H -1.6 -0.4 0.7
H 0.3 0.1 -1.2
H -0.8 1.0 -0.9
H -0.1 -0.9 0.6
H -1.0 -0.4 -0.5
H 0.0 0.5 -0.6
H 0.4 0.6 -0.2

Summary:
structure (SMILES): CCC[C@H](CC1(C(=O)NCc2nnc(C)s2)CCCC1)C(=O)O
E_tot: -38443.9575 eV
Kohn-Sham gap: 0.36002 Ha
relative energy (zero: lowest compared OMol25 entry of this formula, charge and spin): 93.69 kcal/mol

=====

ORCA calculation (ωB97M-V/def2-TZVPD) on C16H25N5O2Pb as an isolated structure.

Last column: Löwdin charge in e.
Cartesian coordinates (Å):
Pb -1.1163 -0.4384 -1.4624  1.5319
C -1.9349 2.7119 2.3739  0.0145
C -1.9437 1.4689 1.5530  -0.3917
O -1.2585 1.3973 0.5307  -0.0916
C -2.8854 0.3893 1.9851  0.0391
C -2.9003 -0.8430 1.5177  -0.2835
C -4.1531 -1.6243 1.2459  -0.0030
N -1.6393 -1.4544 1.1756  0.0261
N -0.8217 -1.0965 1.9583  0.1147
C 0.5193 -1.0516 1.4016  -0.3283
O 0.6340 -0.9920 0.1820  -0.1023
C 1.5957 -0.9472 2.3519  -0.1526
C 1.3458 -1.0794 3.7262  0.0040
C 2.3944 -1.0032 4.6219  -0.0355
C 3.6858 -0.7868 4.1571  -0.0170
C 3.9421 -0.6506 2.7925  -0.0375
C 2.9040 -0.7325 1.8928  0.0001
H -1.3330 3.4839 1.9027  0.0956
H -1.5263 2.4800 3.3607  0.1119
H -2.9523 3.0729 2.5293  0.1048
H -3.7018 0.6896 2.6328  0.1440
H -4.7536 -1.7050 2.1538  0.1052
H -3.9260 -2.6307 0.9018  0.0876
H -4.7606 -1.1107 0.5062  0.0930
H 0.3376 -1.2452 4.0799  0.1178
H 2.2093 -1.1103 5.6814  0.1214
H 4.5044 -0.7239 4.8619  0.1245
H 4.9528 -0.4868 2.4464  0.1202
H 3.0925 -0.6411 0.8311  0.1156
N -0.4126 -1.9753 -3.5368  -0.0797
C 0.6187 -1.2455 -4.2973  -0.2326
C 1.6774 -0.7468 -3.3316  -0.1785
N 1.1356 0.2104 -2.3331  -0.1520
C 1.2284 1.6425 -2.7082  -0.1710
C -0.0834 2.1941 -3.2410  -0.2212
N -1.1314 1.9960 -2.2225  -0.0859
H -1.1879 -2.2359 -4.1400  0.0972
H -0.0241 -2.8515 -3.1953  0.0982
H 1.0900 -1.8661 -5.0615  0.1323
H 0.1398 -0.4120 -4.8121  0.1114
H 2.0806 -1.5992 -2.7799  0.1332
H 2.5071 -0.2954 -3.8788  0.1324
H 1.6557 0.0732 -1.4712  0.0876
H 1.5032 2.2007 -1.8105  0.1355
H 2.0236 1.7980 -3.4393  0.1333
H 0.0519 3.2458 -3.5000  0.1330
H -0.3911 1.6753 -4.1489  0.1119
H -0.9549 2.5721 -1.4004  0.0821
H -2.0379 2.2795 -2.5831  0.1036

Force components x, y, z for each atom (eV/Å):
Pb 0.0 0.2 -0.1
C 0.0 0.1 0.0
C 0.2 -0.2 0.7
O -0.2 -0.4 0.0
C 0.3 1.9 0.3
C -0.5 -2.7 -0.4
C 0.2 -0.3 0.6
N -3.6 0.2 -2.9
N 3.4 1.5 2.4
C 0.4 -0.8 0.4
O 0.3 0.2 -0.4
C 0.0 0.0 0.1
C 0.0 0.0 0.0
C 0.0 0.0 0.0
C 0.0 0.0 0.0
C 0.0 0.0 0.1
C 0.0 0.0 -0.1
H 0.0 0.0 0.0
H 0.0 0.0 0.0
H 0.0 0.0 0.0
H -0.4 0.3 -0.6
H 0.0 0.0 0.0
H 0.0 0.0 0.0
H 0.0 0.0 -0.1
H 0.0 0.0 0.0
H 0.0 0.0 0.0
H 0.0 0.0 0.0
H 0.0 0.0 0.0
H 0.0 0.0 0.0
N 0.0 0.0 0.0
C 0.0 0.0 0.0
C 0.0 0.0 0.0
N 0.0 -0.1 0.1
C -0.1 0.0 0.0
C 0.0 0.0 0.1
N 0.0 0.1 -0.2
H 0.0 0.0 0.0
H 0.0 0.0 0.0
H 0.0 0.0 0.0
H 0.0 0.0 0.0
H 0.0 0.0 0.0
H 0.0 0.0 0.0
H 0.0 0.0 -0.1
H 0.0 0.0 0.0
H 0.0 0.0 0.0
H 0.0 0.0 0.0
H 0.0 0.0 0.0
H 0.0 -0.1 0.0
H 0.0 0.0 0.0

Summary:
charge: +2
E_tot: -33775.8530 eV
Kohn-Sham gap: 0.27360 Ha
relative energy (zero: lowest compared OMol25 entry of this formula, charge and spin): 22.35 kcal/mol

=====

ORCA calculation (ωB97M-V/def2-TZVPD) on C16H25NO as an isolated structure.

Last column: Löwdin charge in e.
Cartesian coordinates (Å):
C 2.9774 4.1946 0.2640  -0.0737
O 2.2252 2.9553 -0.0190  -0.1243
C 1.9920 2.6126 -1.4268  -0.1923
C 2.4315 3.5658 -2.4222  -0.0412
C 2.1140 3.3287 -3.6363  -0.1502
C 1.7070 2.0294 -3.9819  -0.0647
C 1.4614 1.1924 -2.8896  -0.0942
C 1.3995 1.5890 -1.7215  -0.3980
C 1.0089 0.7197 -0.5990  -0.1552
H 1.7865 0.6845 0.3158  0.1662
H 0.9920 -0.4455 -1.0826  0.1676
C -0.3328 1.2132 -0.1205  -0.1027
N -0.8896 0.5573 1.3289  0.0286
H -0.1370 0.3932 1.8875  0.0310
C -1.4121 -0.8408 0.9832  -0.2504
C -0.0587 -2.0114 1.0431  -0.0194
C -0.4166 -3.1895 2.1057  -0.1471
C -1.4831 -4.1287 1.4969  -0.1537
C -2.9059 -3.4975 0.8184  -0.0670
H -3.4663 -4.1993 0.6557  -0.0080
C -3.4016 -2.2253 1.7426  -0.1161
H -3.4834 -2.7909 2.6098  0.0847
C -2.3616 -1.2127 1.9653  -0.2423
H -2.8044 -0.2785 2.0608  0.1138
H -2.1456 -1.2021 2.8431  0.0321
H -4.3026 -1.9860 1.3018  0.0833
H -2.5028 -2.8982 0.0748  0.0559
H -1.2497 -4.8890 0.5493  0.1543
H -1.7577 -4.7500 2.3021  0.0601
H -0.6333 -2.9114 3.0100  0.0476
H 0.4034 -3.8270 1.8994  0.0879
H -0.1100 -2.2828 0.0023  0.0873
H 0.7161 -1.5911 1.3502  -0.0116
H -1.7925 -0.8344 0.1129  0.0546
H -0.1508 2.2326 0.3593  0.1316
H -1.0597 0.9312 -0.9147  0.1246
H 0.6244 0.2706 -3.2090  0.1990
H 1.6566 1.5242 -5.0341  0.1357
H 2.5459 3.8205 -4.6326  0.1550
H 3.0836 4.5007 -2.4406  0.1431
H 2.4524 5.0296 0.0067  0.0298
H 4.2125 4.2737 -0.2716  0.1800
H 3.0672 4.3734 1.3127  0.0586

Force components x, y, z for each atom (eV/Å):
C 3.6 -2.6 -1.7
O 0.9 1.0 -1.3
C 7.0 13.7 4.5
C 1.8 2.5 4.8
C 0.8 -2.5 -9.6
C -0.3 -2.1 -0.7
C -5.0 -5.4 -13.1
C -2.9 -6.2 8.0
C 0.8 -4.5 1.5
H -1.6 0.2 -2.3
H -0.2 3.1 1.6
C -0.3 -0.9 4.5
N -2.5 -0.4 -6.0
H 2.9 -0.2 1.8
C 8.2 -0.5 6.1
C -10.5 -2.3 -0.9
C 0.6 -0.9 -9.9
C -2.8 -0.4 -3.3
C 9.2 9.0 5.7
H -6.5 -7.2 -2.1
C 1.6 -4.6 -1.6
H -1.2 -0.3 2.2
C -4.7 0.8 -7.5
H -2.2 2.0 -0.2
H 4.2 -1.0 10.3
H -2.0 1.2 -0.5
H 0.3 0.0 -2.7
H 0.6 2.0 2.6
H -0.7 -1.2 0.9
H -0.8 1.6 5.1
H 1.5 -0.5 1.3
H 0.8 -0.9 -0.1
H 6.9 4.0 2.1
H -2.5 0.1 -6.5
H -0.8 -0.8 -1.9
H -0.1 1.2 0.9
H 3.1 1.9 1.0
H 0.0 1.6 2.0
H -1.1 0.0 2.7
H -1.0 -1.3 1.7
H -1.5 2.2 -1.7
H -4.0 -0.5 1.6
H 0.3 -1.0 0.9

Summary:
E_tot: -20521.4027 eV
Kohn-Sham gap: 0.34110 Ha
relative energy (zero: lowest compared OMol25 entry of this formula, charge and spin): 349.38 kcal/mol